[1]
{"formula": "C67H67Ge2N5PtS5", "method": "wB97M-V/def2-TZVPD", "elements": ["Pt", "C", "C", "N", "C", "S", "N", "N", "C", "C", "C", "C", "C", "C", "C", "N", "H", "H", "H", "H", "H", "H", "H", "H", "H", "H", "H", "H", "H", "C", "C", "C", "C", "C", "C", "C", "C", "C", "C", "C", "C", "C", "C", "C", "Ge", "S", "S", "Ge", "S", "S", "C", "C", "C", "C", "C", "C", "C", "C", "C", "C", "C", "C", "C", "C", "C", "C", "C", "C", "C", "C", "C", "C", "C", "C", "C", "C", "C", "C", "C", "C", "C", "C", "C", "H", "H", "H", "H", "H", "H", "H", "H", "H", "H", "H", "H", "H", "H", "H", "H", "H", "H", "H", "H", "H", "H", "H", "H", "H", "H", "H", "H", "H", "H", "H", "H", "H", "H", "H", "H", "H", "H", "H", "H", "H", "H", "H", "H", "H", "H", "H", "H", "H", "H", "N", "C", "C", "C", "C", "C", "C", "C", "C", "C", "H", "H", "H", "H"], "coordinates": [[-0.229, 0.254, 0.069], [4.310, 1.721, 4.219], [3.919, 0.419, 3.539], [2.476, 0.310, 3.374], [1.828, 0.283, 2.199], [0.079, 0.285, 2.334], [2.547, 0.263, 1.092], [1.796, 0.265, -0.034], [2.306, 0.272, -1.215], [3.773, 0.239, -1.475], [1.329, 0.341, -2.325], [1.710, 0.446, -3.649], [0.728, 0.565, -4.625], [-0.603, 0.565, -4.257], [-0.928, 0.436, -2.915], [0.019, 0.339, -1.992], [5.389, 1.758, 4.371], [3.833, 1.815, 5.197], [4.016, 2.578, 3.611], [4.273, -0.438, 4.116], [4.358, 0.354, 2.548], [1.901, 0.384, 4.198], [4.311, 0.204, -0.534], [4.086, 1.124, -2.032], [4.025, -0.642, -2.069], [2.758, 0.447, -3.911], [1.009, 0.661, -5.666], [-1.396, 0.666, -4.981], [-1.951, 0.428, -2.562], [-3.253, -1.206, -5.882], [-3.919, -0.668, -4.643], [-4.079, -1.484, -3.524], [-4.761, -1.048, -2.400], [-5.015, -2.003, -1.265], [-5.275, 0.260, -2.374], [-5.129, 1.093, -3.484], [-5.735, 2.470, -3.548], [-4.439, 0.614, -4.600], [-6.109, 0.678, -1.202], [-7.467, 0.381, -1.270], [-8.314, 0.692, -0.221], [-7.799, 1.294, 0.913], [-6.444, 1.599, 1.012], [-5.587, 1.304, -0.059], [-3.677, 1.754, 0.009], [-2.544, -0.128, 0.161], [-2.933, 3.049, -1.660], [-1.646, 3.817, 0.023], [0.190, 2.645, 0.032], [-3.052, 3.156, 1.626], [-1.113, 5.708, 0.021], [-0.494, 6.229, 1.172], [0.041, 7.512, 1.147], [-0.036, 8.288, 0.002], [-0.663, 7.785, -1.124], [-1.207, 6.502, -1.126], [-1.857, 6.029, -2.385], [-3.226, 6.199, -2.578], [-4.119, 6.736, -1.492], [-3.792, 5.795, -3.786], [-3.033, 5.213, -4.788], [-3.656, 4.783, -6.089], [-1.672, 5.026, -4.562], [-1.072, 5.426, -3.378], [0.396, 5.177, -3.148], [-0.461, 5.458, 2.452], [0.659, 4.720, 2.832], [1.937, 4.730, 2.036], [0.596, 3.957, 3.996], [-0.537, 3.924, 4.788], [-0.618, 3.036, 6.000], [-1.616, 4.726, 4.430], [-1.593, 5.503, 3.283], [-2.765, 6.392, 2.952], [-5.990, 2.228, 2.290], [-5.377, 1.466, 3.283], [-5.066, 0.003, 3.102], [-5.019, 2.086, 4.481], [-5.265, 3.427, 4.712], [-4.912, 4.073, 6.026], [-5.870, 4.171, 3.702], [-6.231, 3.595, 2.497], [-6.833, 4.441, 1.407], [-2.336, -1.746, -5.639], [-3.010, -0.407, -6.584], [-3.913, -1.905, -6.399], [-3.683, -2.494, -3.541], [-4.339, -2.856, -1.325], [-6.043, -2.374, -1.304], [-4.877, -1.530, -0.294], [-6.289, 2.718, -2.645], [-6.419, 2.539, -4.398], [-4.960, 3.226, -3.679], [-4.339, 1.261, -5.467], [-7.852, -0.101, -2.161], [-9.370, 0.460, -0.284], [-8.446, 1.528, 1.751], [0.513, 7.898, 2.042], [0.386, 9.285, -0.010], [-0.742, 8.385, -2.023], [-3.575, 7.351, -0.776], [-4.567, 5.905, -0.936], [-4.930, 7.330, -1.914], [-4.859, 5.924, -3.933], [-4.738, 4.910, -6.070], [-3.442, 3.732, -6.298], [-3.262, 5.368, -6.922], [-1.066, 4.552, -5.327], [0.822, 4.609, -3.974], [0.560, 4.615, -2.225], [0.950, 6.114, -3.054], [1.785, 5.089, 1.020], [2.354, 3.724, 1.974], [2.676, 5.378, 2.516], [1.457, 3.354, 4.271], [0.339, 2.549, 6.195], [-1.372, 2.259, 5.857], [-0.894, 3.604, 6.890], [-2.505, 4.731, 5.052], [-3.492, 6.376, 3.763], [-3.276, 6.067, 2.043], [-2.441, 7.423, 2.794], [-5.639, -0.443, 2.290], [-5.285, -0.548, 4.018], [-4.007, -0.140, 2.873], [-4.538, 1.491, 5.252], [-4.280, 3.421, 6.629], [-5.812, 4.295, 6.603], [-4.385, 5.016, 5.874], [-6.047, 5.231, 3.855], [-6.716, 5.500, 1.635], [-7.899, 4.236, 1.283], [-6.355, 4.241, 0.445], [-0.288, -9.736, -0.471], [-0.271, -8.590, -0.391], [-0.247, -7.156, -0.294], [-1.430, -6.450, -0.086], [-1.403, -5.072, 0.003], [-0.197, -4.375, -0.114], [0.985, -5.094, -0.318], [0.962, -6.472, -0.408], [-0.181, -2.947, -0.029], [-0.192, -1.740, 0.022], [-2.365, -6.988, 0.005], [-2.316, -4.515, 0.167], [1.919, -4.557, -0.403], [1.877, -7.027, -0.567]], "relative_energy_kcal_mol": 0.0, "homo_ha": -0.2879, "charge": 0, "total_energy_ev": -248479.436, "orbital_gap_ev": 7.024}

=====

[2]
{"formula": "C67H72CrGeN4O2P2Sb", "method": "wB97M-V/def2-TZVPD", "elements": ["Cr", "O", "N", "O", "C", "C", "C", "C", "C", "C", "N", "C", "C", "N", "C", "C", "C", "C", "H", "H", "H", "H", "H", "H", "H", "N", "P", "C", "C", "C", "C", "C", "C", "C", "C", "C", "C", "C", "C", "P", "C", "C", "C", "C", "C", "C", "C", "C", "C", "C", "C", "C", "H", "H", "H", "H", "H", "H", "H", "H", "H", "H", "H", "H", "H", "H", "H", "H", "H", "H", "H", "H", "H", "C", "C", "C", "C", "C", "C", "C", "C", "C", "C", "H", "H", "H", "H", "H", "H", "H", "H", "H", "H", "H", "H", "C", "C", "C", "Sb", "C", "C", "C", "C", "C", "C", "H", "H", "H", "H", "H", "H", "H", "H", "H", "H", "H", "H", "H", "H", "H", "H", "H", "H", "H", "H", "H", "Ge", "C", "C", "C", "C", "C", "C", "C", "C", "C", "C", "C", "C", "H", "H", "H", "H", "H", "H", "H", "H", "H", "H", "H"], "coordinates": [[-0.827, -0.300, -0.052], [0.593, -5.756, 3.834], [1.334, -4.811, 4.005], [2.112, -4.693, 4.924], [1.292, -3.710, 3.000], [1.957, -2.608, 3.337], [2.112, -1.416, 2.470], [3.156, 0.518, 2.376], [3.051, 0.936, 0.949], [2.278, 0.366, 0.032], [1.308, -0.638, 0.243], [1.328, -1.506, 1.202], [0.328, -2.601, 1.079], [-0.656, -2.381, 0.190], [-1.493, -3.366, -0.112], [-1.345, -4.632, 0.435], [-0.409, -4.839, 1.429], [0.416, -3.778, 1.825], [2.489, -2.621, 4.272], [3.777, 1.194, 2.960], [3.732, 1.705, 0.606], [2.273, 0.706, -0.997], [-2.293, -3.141, -0.805], [-1.998, -5.431, 0.115], [-0.334, -5.795, 1.919], [0.431, 2.195, 1.501], [-0.412, 2.150, 0.015], [-1.722, 3.379, 0.223], [-1.379, 4.722, 0.404], [-2.364, 5.661, 0.657], [-3.697, 5.269, 0.716], [-4.044, 3.941, 0.519], [-3.057, 2.997, 0.276], [0.750, 2.960, -1.125], [1.874, 3.659, -0.687], [2.668, 4.350, -1.589], [2.356, 4.340, -2.941], [1.251, 3.633, -3.388], [0.452, 2.947, -2.486], [0.263, 1.083, 2.743], [0.082, 2.329, 4.060], [-1.082, 3.098, 3.984], [-1.268, 4.185, 4.816], [-0.275, 4.548, 5.717], [0.910, 3.834, 5.755], [1.094, 2.734, 4.927], [1.847, 0.078, 3.094], [1.983, -0.050, 4.591], [3.056, -0.453, 5.282], [4.305, -0.997, 4.766], [4.528, -1.307, 3.488], [3.620, -0.964, 2.348], [0.748, 3.103, 1.819], [-0.346, 5.044, 0.329], [-2.097, 6.700, 0.794], [-4.466, 6.006, 0.904], [-5.082, 3.639, 0.550], [-3.327, 1.961, 0.116], [2.142, 3.678, 0.362], [3.531, 4.898, -1.234], [2.978, 4.878, -3.643], [1.003, 3.618, -4.441], [-0.412, 2.414, -2.859], [-1.842, 2.868, 3.252], [-2.184, 4.757, 4.752], [-0.420, 5.397, 6.371], [1.704, 4.130, 6.427], [2.039, 2.214, 4.975], [1.095, 0.173, 5.168], [2.949, -0.465, 6.361], [5.064, -1.242, 5.497], [5.463, -1.781, 3.218], [4.073, -1.264, 1.407], [-3.447, 0.653, 2.654], [-2.324, -0.317, 3.013], [-2.850, -1.700, 2.587], [-0.973, -0.094, 2.240], [-2.023, -0.344, 4.516], [-1.217, -1.354, 5.049], [-0.876, -1.378, 6.391], [-1.334, -0.381, 7.241], [-2.152, 0.616, 6.736], [-2.499, 0.627, 5.391], [-3.726, 0.504, 1.612], [-3.203, 1.703, 2.785], [-4.325, 0.441, 3.266], [-3.089, -1.694, 1.522], [-3.761, -1.932, 3.139], [-2.137, -2.502, 2.779], [-0.438, -1.001, 2.536], [-0.850, -2.150, 4.412], [-0.260, -2.181, 6.775], [-1.074, -0.395, 8.291], [-2.535, 1.386, 7.392], [-3.154, 1.409, 5.035], [0.105, -0.443, -5.954], [1.552, -0.873, -5.733], [1.853, -2.197, -6.419], [1.964, -0.830, -3.605], [4.022, -0.144, -3.643], [4.907, -0.949, -4.584], [4.068, 1.343, -3.981], [2.441, -2.918, -3.195], [1.195, -3.772, -3.012], [3.331, -3.023, -1.960], [-0.160, -0.460, -7.014], [-0.091, 0.562, -5.574], [-0.589, -1.123, -5.449], [2.203, -0.100, -6.154], [1.213, -2.999, -6.039], [2.888, -2.514, -6.284], [1.667, -2.119, -7.492], [4.370, -0.271, -2.613], [4.599, -0.809, -5.624], [4.892, -2.019, -4.374], [5.944, -0.614, -4.509], [3.624, 1.546, -4.959], [5.100, 1.701, -4.020], [3.529, 1.945, -3.246], [2.998, -3.295, -4.056], [0.551, -3.371, -2.222], [1.460, -4.797, -2.735], [0.601, -3.833, -3.923], [2.815, -2.642, -1.076], [4.269, -2.476, -2.062], [3.585, -4.068, -1.761], [-1.646, -0.442, -2.435], [-2.570, -2.091, -2.994], [-2.171, -3.056, -3.911], [-3.009, -4.115, -4.239], [-4.258, -4.228, -3.649], [-4.678, -3.265, -2.742], [-3.846, -2.203, -2.425], [-2.574, 0.834, -3.576], [-2.911, 2.096, -3.087], [-3.690, 2.971, -3.829], [-4.122, 2.597, -5.092], [-3.792, 1.346, -5.600], [-3.039, 0.465, -4.842], [-2.451, -0.192, -0.375], [-1.205, -2.997, -4.394], [-2.684, -4.851, -4.962], [-4.908, -5.053, -3.907], [-5.660, -3.333, -2.291], [-4.208, -1.450, -1.730], [-2.571, 2.410, -2.109], [-3.951, 3.940, -3.425], [-4.723, 3.276, -5.683], [-4.133, 1.055, -6.584], [-2.825, -0.520, -5.240]], "multiplicity": 4, "relative_energy_kcal_mol": 103.9, "homo_ha": [-0.4448, -0.4420], "s_squared": 3.890, "charge": 2, "total_energy_ev": -190737.344, "orbital_gap_ev": [5.854, 5.643]}

=====

[3]
{"formula": "C68H112N14O4", "method": "wB97M-V/def2-TZVPD", "elements": ["C", "C", "C", "C", "C", "C", "N", "O", "C", "C", "C", "H", "H", "H", "H", "H", "H", "H", "H", "H", "H", "H", "H", "H", "H", "H", "H", "H", "H", "C", "C", "C", "C", "C", "C", "N", "O", "C", "C", "C", "H", "H", "H", "H", "H", "H", "H", "H", "H", "H", "H", "H", "H", "H", "H", "H", "H", "H", "O", "C", "C", "O", "H", "H", "H", "H", "C", "C", "N", "C", "C", "N", "C", "C", "H", "H", "H", "H", "H", "H", "H", "H", "H", "H", "H", "C", "C", "N", "C", "C", "N", "C", "C", "H", "H", "H", "H", "H", "H", "H", "H", "H", "H", "H", "C", "C", "N", "C", "C", "N", "C", "C", "H", "H", "H", "H", "H", "H", "H", "H", "H", "H", "H", "C", "C", "N", "C", "C", "N", "C", "C", "H", "H", "H", "H", "H", "H", "H", "H", "H", "H", "H", "C", "N", "C", "C", "C", "C", "C", "C", "C", "C", "N", "C", "C", "C", "H", "H", "H", "H", "H", "H", "H", "H", "H", "H", "H", "H", "H", "H", "C", "N", "C", "C", "C", "C", "C", "C", "C", "C", "N", "C", "C", "C", "H", "H", "H", "H", "H", "H", "H", "H", "H", "H", "H", "H", "H", "H"], "coordinates": [[-7.858, -5.547, 0.257], [-8.080, -4.023, 0.503], [-6.970, -3.474, 1.397], [-5.568, -3.162, 0.721], [-5.806, -2.349, -0.481], [-6.847, -2.903, -1.513], [-8.126, -3.257, -0.810], [-9.354, -3.422, -1.573], [-6.140, -4.127, -2.221], [-6.938, -1.859, -2.646], [-9.432, -3.861, 1.346], [-8.665, -5.871, -0.400], [-8.159, -6.221, 1.058], [-6.944, -5.918, -0.207], [-6.719, -4.167, 2.200], [-7.303, -2.507, 1.773], [-4.975, -4.061, 0.552], [-5.072, -2.527, 1.455], [-4.874, -2.139, -1.004], [-6.260, -1.447, -0.069], [-5.281, -3.971, -2.872], [-6.883, -4.615, -2.852], [-5.822, -4.976, -1.615], [-5.937, -1.535, -2.932], [-7.485, -0.956, -2.373], [-7.446, -2.302, -3.502], [-9.299, -4.400, 2.284], [-10.369, -4.244, 0.940], [-9.550, -2.788, 1.497], [2.312, 1.447, 0.036], [0.879, 1.177, -0.465], [0.948, 1.655, -1.878], [-0.388, 1.335, -2.636], [-0.705, -0.151, -2.591], [-0.790, -0.662, -1.121], [0.505, -0.280, -0.417], [0.789, -1.040, 0.796], [-0.876, -2.202, -1.395], [-2.026, -0.115, -0.428], [-0.096, 2.108, 0.388], [2.985, 0.764, -0.482], [2.470, 1.258, 1.098], [2.645, 2.468, -0.152], [1.738, 1.167, -2.449], [1.033, 2.740, -1.933], [-0.230, 1.590, -3.684], [-1.216, 1.914, -2.227], [0.030, -0.619, -3.245], [-1.620, -0.479, -3.084], [-0.897, -2.728, -0.440], [-0.160, -2.726, -2.028], [-1.859, -2.436, -1.804], [-2.509, 0.798, -0.776], [-1.945, 0.081, 0.641], [-2.834, -0.846, -0.445], [-0.203, 1.746, 1.411], [-1.145, 2.194, 0.103], [0.221, 3.151, 0.359], [3.732, 0.959, -5.668], [3.604, 2.222, -4.948], [2.283, 3.175, -4.988], [1.672, 3.721, -6.194], [4.441, 2.898, -5.124], [3.657, 1.961, -3.891], [2.243, 4.032, -4.316], [1.463, 2.797, -4.378], [-2.641, -2.594, -5.350], [-2.556, -2.033, -6.823], [-1.585, -0.953, -6.969], [-1.559, 0.227, -6.222], [-0.497, 0.988, -6.704], [0.219, 0.213, -7.591], [-0.492, -0.963, -7.803], [1.520, 0.583, -8.185], [-1.661, -2.794, -4.918], [-3.198, -3.530, -5.351], [-3.111, -1.876, -4.678], [-3.501, -1.602, -7.156], [-2.305, -2.841, -7.510], [-2.260, 0.442, -5.430], [-0.057, 1.904, -6.341], [-0.268, -1.733, -8.526], [1.828, 0.138, -9.131], [2.181, 0.216, -7.400], [1.564, 1.672, -8.202], [5.208, -0.872, -0.678], [4.336, -2.201, -0.967], [3.951, -2.246, -2.335], [4.494, -2.973, -3.333], [3.790, -2.741, -4.481], [2.770, -1.855, -4.188], [2.885, -1.575, -2.854], [1.758, -1.436, -5.096], [6.275, -1.069, -0.574], [5.017, -0.465, 0.315], [5.090, -0.045, -1.378], [3.338, -2.114, -0.536], [4.737, -3.161, -0.642], [5.345, -3.582, -3.069], [4.048, -3.027, -5.490], [2.201, -0.975, -2.272], [1.378, -0.467, -4.772], [0.956, -2.156, -5.258], [2.287, -1.410, -6.048], [3.212, 2.810, 4.317], [4.036, 4.134, 4.615], [3.611, 4.833, 5.831], [3.644, 4.342, 7.121], [3.122, 5.290, 7.951], [2.759, 6.421, 7.254], [3.126, 6.067, 5.947], [2.211, 7.744, 7.727], [3.422, 2.478, 3.301], [2.171, 3.056, 4.106], [3.284, 2.007, 5.051], [3.990, 4.749, 3.716], [5.045, 3.773, 4.818], [3.946, 3.318, 7.279], [3.035, 5.210, 9.025], [2.986, 6.729, 5.105], [1.181, 7.638, 8.067], [2.155, 8.412, 6.867], [2.767, 8.160, 8.567], [1.475, -5.882, -2.160], [0.908, -5.669, -0.786], [1.900, -5.230, 0.164], [3.235, -5.637, 0.249], [3.879, -4.872, 1.233], [2.852, -4.077, 1.741], [1.740, -4.260, 1.055], [2.918, -3.224, 2.916], [1.643, -4.901, -2.604], [0.699, -6.326, -2.783], [2.445, -6.378, -2.191], [0.346, -6.550, -0.476], [0.174, -4.883, -0.962], [3.483, -6.472, -0.390], [4.895, -4.934, 1.594], [0.868, -3.623, 1.089], [3.117, -3.864, 3.776], [1.951, -2.824, 3.223], [3.622, -2.397, 2.827], [2.734, -1.701, 11.327], [2.084, -1.940, 10.015], [1.050, -1.146, 9.730], [0.491, -1.165, 8.483], [0.993, -1.970, 7.468], [2.101, -2.766, 7.730], [2.640, -2.735, 9.056], [0.380, -1.970, 6.106], [0.580, -0.949, 5.223], [-0.026, -0.970, 3.921], [-1.018, -1.922, 3.678], [-1.146, -2.952, 4.524], [-0.443, -3.041, 5.736], [-1.914, -1.695, 2.622], [2.582, -0.702, 11.736], [3.798, -1.793, 11.111], [2.404, -2.440, 12.058], [0.644, -0.542, 10.528], [-0.423, -0.609, 8.338], [2.488, -3.427, 6.969], [3.441, -3.336, 9.461], [1.329, -0.204, 5.446], [0.130, -0.285, 3.101], [-1.744, -3.778, 4.166], [-0.725, -3.851, 6.393], [-2.140, -0.631, 2.556], [-2.881, -2.186, 2.723], [-1.476, -2.118, 1.718], [4.703, 7.949, 0.032], [3.417, 7.434, -0.438], [2.871, 6.367, 0.089], [1.767, 5.796, -0.443], [1.213, 6.325, -1.643], [1.810, 7.556, -2.148], [2.908, 8.130, -1.477], [0.009, 5.675, -2.221], [-0.985, 5.091, -1.402], [-2.015, 4.367, -1.922], [-2.154, 4.242, -3.253], [-1.257, 4.775, -4.102], [-0.195, 5.525, -3.599], [-3.305, 3.529, -3.765], [4.499, 8.877, 0.566], [5.370, 8.216, -0.787], [5.321, 7.304, 0.657], [3.511, 6.025, 0.889], [1.311, 4.852, -0.182], [1.390, 8.046, -3.014], [3.558, 8.942, -1.770], [-0.919, 5.138, -0.325], [-2.690, 3.733, -1.367], [-1.383, 4.567, -5.154], [0.567, 5.782, -4.319], [-3.655, 2.793, -3.042], [-2.820, 2.883, -4.497], [-4.105, 4.203, -4.070]], "multiplicity": 2, "homo_ha": [-0.4685, -0.4687], "s_squared": 0.755, "charge": 5, "total_energy_ev": -101321.910, "orbital_gap_ev": [1.547, 1.553]}